Entry 1:
{
  "formula": "C18H39NOOsP2Si",
  "method": "wB97M-V/def2-TZVPD",
  "symbols": ["Os", "P", "P", "N", "H", "C", "H", "H", "H", "C", "H", "H", "H", "C", "H", "H", "H", "C", "H", "H", "H", "C", "H", "H", "H", "C", "H", "H", "H", "C", "C", "C", "C", "C", "C", "H", "H", "H", "H", "H", "C", "O", "C", "H", "H", "H", "C", "H", "H", "H", "C", "Si", "C", "C", "H", "H", "H", "H", "H", "H", "H", "H", "H"],
  "positions_angstrom": [[0.12427, -0.03546, 0.13969], [-0.72663, -1.63134, 1.55764], [0.35752, 2.23959, -0.88782], [-1.01797, -0.40690, -1.16519], [0.98369, 0.04614, 1.24272], [-2.33782, -1.22571, 2.27346], [-2.54827, -1.80995, 3.19773], [-3.14336, -1.44625, 1.54117], [-2.38834, -0.14484, 2.49947], [0.32369, -2.24807, 2.91964], [-0.18439, -3.07811, 3.42800], [0.53180, -1.44428, 3.63626], [1.29039, -2.59462, 2.53183], [-1.13619, -3.15481, 0.62476], [-1.40151, -3.96808, 1.31880], [-0.29931, -3.48379, 0.00100], [-1.99674, -2.95859, -0.03262], [-0.97300, 3.46904, -0.59792], [-0.94416, 4.26351, -1.36593], [-0.86342, 3.89407, 0.41310], [-1.93341, 2.93591, -0.64438], [1.87916, 3.25441, -0.66207], [1.95634, 4.00983, -1.46708], [2.76644, 2.60489, -0.67775], [1.81890, 3.76295, 0.31420], [0.22681, 2.07716, -2.73048], [0.13084, 3.08460, -3.18828], [-0.66684, 1.47545, -2.98141], [1.11978, 1.56484, -3.15092], [-1.75173, -0.90569, -2.11146], [-3.93318, -1.38090, -3.16637], [-3.18316, -0.80460, -2.15413], [-1.14306, -1.63388, -3.18356], [-1.90847, -2.19566, -4.17596], [-3.27020, -2.09024, -4.20708], [-5.01306, -1.32471, -3.19323], [-3.67231, -0.24188, -1.31883], [-0.03927, -1.72210, -3.14068], [-1.42746, -2.77926, -5.00256], [-3.84395, -2.56876, -5.00550], [-0.18889, 1.92479, 2.86156], [-1.12576, 2.05762, 2.05503], [-0.51434, 1.27904, 4.23223], [0.22001, 1.41678, 5.05663], [-0.73720, 0.22681, 4.11733], [-1.42493, 1.82898, 4.52680], [0.97070, 2.91291, 2.84333], [0.49558, 3.84142, 2.45990], [1.77544, 2.61424, 2.15874], [1.39912, 3.11764, 3.84209], [2.89092, -0.07636, -1.96084], [2.27173, -0.72899, -0.29296], [2.19003, -2.62157, -0.40560], [3.39494, -0.14651, 1.12373], [3.06858, 1.00653, -1.96819], [3.84920, -0.59025, -2.14060], [2.20792, -0.33259, -2.78514], [3.19664, -2.94313, -0.71185], [1.94043, -3.09885, 0.55246], [1.46991, -2.95052, -1.17269], [3.63628, 0.91834, 1.01476], [2.94196, -0.30262, 2.11096], [4.30934, -0.75762, 1.05404]],
  "forces_ev_per_angstrom": [[-1.8132, 2.2678, -1.4367], [-1.0153, -0.5234, -0.0680], [-0.5185, 0.0353, -0.1467], [-3.6328, -0.8146, -4.0739], [5.1063, 0.7809, 6.4651], [-1.0550, -0.0977, 0.9479], [-0.0118, 0.2954, -0.4341], [0.5856, 0.1142, 0.3082], [0.0722, -0.5572, -0.0754], [-0.0182, 0.0436, 0.1398], [0.1535, 0.1705, -0.0445], [-0.0787, -0.2018, -0.1565], [-0.3036, 0.0852, 0.0235], [-0.1239, -0.3387, 0.0889], [0.0401, 0.2042, -0.1817], [-0.1668, 0.1133, 0.1753], [0.3099, 0.0505, 0.1904], [-0.0023, 0.3559, -0.0505], [-0.0615, -0.2173, 0.3444], [-0.1192, -0.1710, -0.4864], [0.2676, 0.2054, 0.0177], [-0.0643, 0.0776, -0.0761], [0.0016, -0.3120, 0.3934], [-0.2750, 0.3004, 0.0337], [0.0828, -0.1628, -0.4571], [0.2461, -0.0190, -0.1565], [0.0962, -0.5520, 0.2463], [0.4348, 0.3018, 0.1795], [-0.6372, 0.3627, 0.3203], [-0.8850, -1.1217, -1.7116], [0.9261, -0.4158, -0.5353], [-0.5817, 0.5619, 0.7939], [0.7149, 0.2577, 0.6163], [1.4078, -1.0128, -1.3968], [-1.6827, 0.4213, 0.6146], [-0.0161, 0.1504, 0.1748], [0.4080, -0.5516, -0.8431], [-0.7867, -0.0262, -0.2011], [-0.2735, 0.6241, 0.8725], [0.1705, 0.2290, 0.3048], [-2.2320, 1.9284, 0.8224], [2.0240, -0.9411, 1.2232], [0.2632, 0.3512, -0.1505], [-0.1800, -0.0915, -0.8957], [-0.2361, -0.1603, 0.0881], [0.2035, -0.4811, -0.0188], [-0.0493, 0.2706, -0.4422], [0.5776, -0.4110, 0.1520], [-0.2211, -0.0259, 0.1880], [-0.2844, -0.3219, -0.4919], [0.8188, -0.5810, 0.0167], [0.3591, 0.2187, -0.6403], [0.6183, -0.0632, -0.1285], [0.7131, -0.7659, -0.4595], [-0.0086, -0.3236, -0.0118], [0.0091, 0.2894, -0.3300], [0.1650, 0.0243, 0.3536], [-0.1478, -0.3207, 0.0767], [0.1280, 0.0825, -0.3207], [0.2874, 0.1893, 0.2651], [0.0487, -0.2071, 0.0149], [0.0732, -0.0259, -0.3221], [0.1695, 0.4522, 0.2922]],
  "mulliken_charge": [-0.47, 0.67, 0.48, 0.87, 0.12, -1.27, 0.40, 0.39, 0.27, -1.35, 0.48, 0.31, 0.27, -1.21, 0.48, 0.24, 0.34, -1.31, 0.51, 0.28, 0.29, -1.35, 0.46, 0.22, 0.32, -1.15, 0.48, 0.21, 0.28, -0.65, -0.57, -0.12, 0.44, -0.54, -0.34, 0.38, 0.31, 0.12, 0.29, 0.36, 1.36, -0.44, -1.36, 0.36, 0.14, 0.38, -1.11, 0.29, -0.08, 0.46, -1.09, 0.82, -1.20, -1.21, 0.32, 0.44, 0.19, 0.46, 0.30, 0.20, 0.23, 0.25, 0.40],
  "energy_ev": -51754.2514,
  "e_above_lowest_kj_mol": 0.0,
  "lumo_energy_ev": [0.44, -0.67],
  "multiplicity": 5,
  "charge": 0
}

Entry 2:
{
  "formula": "C18H39O8PSi",
  "method": "wB97M-V/def2-TZVPD",
  "symbols": ["C", "C", "C", "Si", "P", "O", "O", "O", "H", "H", "H", "H", "H", "H", "H", "H", "H", "C", "C", "C", "O", "H", "H", "H", "H", "H", "H", "C", "C", "C", "O", "H", "H", "H", "H", "H", "H", "C", "C", "C", "O", "H", "H", "H", "H", "H", "H", "C", "C", "C", "O", "H", "H", "H", "H", "H", "H", "C", "C", "C", "O", "H", "H", "H", "H", "H", "H"],
  "positions_angstrom": [[3.61870, -1.82624, 4.52877], [3.68131, -0.56862, 3.73240], [3.27669, -0.51701, 2.14785], [1.41258, -0.72243, 1.74932], [0.07529, -0.94805, 3.46491], [0.67806, -0.55185, 4.86964], [-1.27478, 0.17456, 3.19210], [-0.68973, -2.55112, 3.48764], [3.28920, -1.76688, 5.65082], [3.94586, -2.83363, 3.99177], [4.05653, 0.45121, 4.22663], [3.70819, 0.46189, 1.63150], [3.84334, -1.42854, 1.62724], [0.99027, 0.48092, 1.00753], [1.21087, -1.88608, 0.84814], [-1.81892, 0.05347, 4.04709], [-0.01328, -3.25851, 3.25440], [2.23869, -5.66170, 7.27131], [1.87600, -4.29605, 6.75225], [0.75980, -4.21026, 5.74587], [2.46891, -3.28898, 7.13564], [3.06019, -5.57041, 7.98983], [1.37875, -6.10705, 7.77799], [2.56560, -6.29840, 6.44533], [-0.16600, -4.59085, 6.18456], [1.02078, -4.78227, 4.85193], [0.60812, -3.16383, 5.46056], [-1.97192, 0.73344, -2.60951], [-1.81220, 0.87960, -1.11985], [-2.94714, 1.51145, -0.35908], [-0.79350, 0.49750, -0.54629], [-1.07562, 0.26157, -3.02599], [-2.83512, 0.10044, -2.83030], [-2.09433, 1.71776, -3.06845], [-3.85373, 0.91313, -0.47954], [-3.11303, 2.53042, -0.71772], [-2.69257, 1.55156, 0.70535], [-2.46282, 5.92978, -4.22221], [-1.79879, 4.58809, -4.06437], [-0.76412, 4.20146, -5.08712], [-2.09045, 3.83657, -3.13547], [-3.18649, 6.07396, -3.41289], [-1.71381, 6.72382, -4.16721], [-2.99295, 5.97197, -5.17704], [0.06058, 4.91841, -5.07063], [-1.21851, 4.16665, -6.08048], [-0.36994, 3.20830, -4.84696], [6.38793, -5.22908, 1.43903], [5.20426, -4.34960, 1.13671], [4.89442, -4.07675, -0.31092], [4.51669, -3.87222, 2.03786], [6.49095, -5.33861, 2.52387], [6.23718, -6.21871, 1.00034], [7.29985, -4.77305, 1.04539], [4.67707, -5.01497, -0.82755], [5.73975, -3.56940, -0.78256], [4.01461, -3.42798, -0.37764], [-5.49613, 4.21140, -5.95439], [-5.85882, 5.57705, -6.47345], [-6.97501, 5.66284, -7.47984], [-5.26590, 6.58412, -6.09007], [-4.67462, 4.30269, -5.23587], [-6.35606, 3.76605, -5.44771], [-5.16921, 3.57470, -6.78037], [-7.90082, 5.28225, -7.04114], [-6.71403, 5.09083, -8.37378], [-7.12669, 6.70927, -7.76514]],
  "forces_ev_per_angstrom": [[0.5474, 3.2998, -2.2699], [0.0701, -2.6303, 1.5270], [2.9320, -0.5181, 0.6153], [1.7320, 0.6421, -1.7122], [-2.3421, 1.1112, 5.8551], [-1.8788, -1.6512, -4.5393], [1.2123, -3.0940, 1.8070], [2.1453, 1.8769, -0.8157], [1.4730, -0.1920, -2.2229], [-1.6404, 2.1362, 1.1382], [-1.8020, -2.2567, -0.9005], [-1.0635, -1.9671, 1.1342], [-1.2720, 1.7642, 1.0219], [-0.1603, -0.0816, 0.3133], [-0.0702, -0.0513, 0.2764], [1.1548, 0.4067, -1.7495], [-1.0726, 1.4025, 0.4015], [0.3927, 0.1242, 0.3451], [0.8103, 1.4164, 0.4655], [0.0618, 0.6243, 0.0162], [-0.8007, -1.4739, -0.3830], [-0.1837, 0.0030, -0.1652], [0.0223, -0.1155, -0.1969], [-0.2051, -0.0755, 0.0539], [0.0477, -0.1517, -0.1624], [-0.1034, -0.2131, 0.0911], [0.0795, -0.2355, 0.2233], [0.3840, -0.2364, -0.1362], [1.1657, -0.4254, 0.5883], [0.2308, 0.0114, 0.4863], [-1.2504, 0.4199, -0.7598], [-0.1663, 0.0458, 0.1361], [-0.0675, 0.1466, -0.0206], [-0.1723, -0.1756, 0.1144], [-0.0320, 0.1683, -0.1295], [-0.1380, -0.1305, -0.1453], [-0.0150, -0.0633, -0.2226], [-0.1896, -0.1731, 0.3911], [-0.3709, -0.6229, 1.1006], [0.1034, -0.4982, 0.2159], [0.2933, 0.9352, -1.0759], [0.1519, -0.0407, -0.2051], [-0.0524, -0.0208, -0.2164], [0.1414, 0.2186, 0.0217], [-0.1300, 0.0348, -0.1902], [0.1280, 0.2024, 0.0024], [-0.0808, 0.2143, -0.0372], [-0.0569, 0.0217, 0.5179], [-0.8251, 0.5760, 1.1398], [-0.3989, 0.3068, 0.0998], [0.8237, -0.6528, -1.1997], [-0.0421, 0.0486, -0.2478], [0.1595, 0.1066, -0.1326], [-0.0527, -0.1776, -0.1332], [0.2054, 0.0704, -0.0717], [-0.0016, -0.2145, -0.0808], [0.1831, -0.1415, 0.0311], [0.3773, 0.1507, 0.2867], [0.7235, 1.3230, 0.4684], [0.0144, 0.5092, -0.0467], [-0.7091, -1.2774, -0.5023], [-0.2166, -0.0381, -0.1251], [0.0471, -0.1149, -0.1893], [-0.2159, -0.0863, 0.0574], [0.0714, -0.1596, -0.1537], [-0.1633, -0.1235, 0.1107], [0.0570, -0.2370, 0.0857]],
  "mulliken_charge": [-0.41, -0.28, -0.12, 0.30, 0.94, -0.60, -0.51, -0.55, 0.22, 0.20, 0.24, 0.38, -0.14, -0.12, -0.12, 0.30, 0.32, -1.20, 0.74, -0.54, -0.56, 0.31, 0.33, 0.31, 0.38, 0.30, -0.05, -0.69, 0.79, -0.96, -0.51, 0.27, 0.35, -0.02, 0.34, 0.25, 0.21, -1.10, 0.84, -1.11, -0.54, 0.25, 0.43, 0.24, 0.34, 0.32, 0.29, -1.15, 0.79, -1.03, -0.50, 0.28, 0.34, 0.34, 0.37, 0.33, 0.20, -0.72, 0.84, -1.16, -0.54, -0.03, 0.34, 0.31, 0.32, 0.32, 0.31],
  "energy_ev": -52842.4424,
  "lumo_energy_ev": 0.55,
  "multiplicity": 1,
  "charge": 0
}

- Which value of charge does entry 1 give?
  0